# 1
8
Properties=species:S:1:pos:R:3 method="wB97M-V/def2-TZVPD" mol_weight_g_mol=73.03 total_energy_ev=-12914.3153 e_lumo_ev=-0.77 gap_ev=8.3357 homo_ev=-9.11 smiles="[H]/N=C/P=C" e_above_lowest_kj_mol=213.6
H 2.188 -1.536 -0.895
N 1.292 -1.924 -0.557
C 0.552 -1.139 0.101
P -1.284 -1.274 0.693
C -1.211 0.413 0.505
H 0.913 -0.172 0.504
H -1.743 1.189 1.077
H -0.874 0.976 -0.335

---

# 2
8
Properties=species:S:1:pos:R:3 method="wB97M-V/def2-TZVPD" mol_weight_g_mol=73.03 total_energy_ev=-12915.2957 e_lumo_ev=-0.36 gap_ev=6.6238 homo_ev=-6.98 e_above_lowest_kj_mol=119.0
C -0.228 0.194 0.622
C 0.760 -0.200 -0.418
N -1.480 0.255 0.477
P -2.783 -0.099 -0.206
H 0.317 0.555 1.488
H 1.520 -0.904 0.045
H 1.471 0.712 -0.636
H 0.423 -0.514 -1.373